1.
{
  "formula": "C32H22IN8O2PdS",
  "method": "wB97M-V/def2-TZVPD",
  "e_above_lowest_ev": 3.036,
  "homo_energy_ev": [-16.34, -16.34],
  "total_charge": 3,
  "symbols": ["Pd", "C", "O", "C", "C", "C", "C", "C", "C", "N", "N", "C", "C", "O", "C", "C", "C", "C", "C", "C", "C", "C", "H", "H", "H", "H", "H", "H", "H", "H", "H", "H", "H", "H", "H", "S", "N", "C", "C", "C", "C", "C", "N", "C", "C", "N", "C", "C", "C", "C", "C", "N", "H", "H", "H", "H", "H", "H", "I", "C", "C", "N", "N", "C", "H", "H", "H"],
  "positions_angstrom": [[-0.30, 0.26, -0.83], [0.31, 3.52, 2.18], [-0.70, 2.62, 2.42], [-1.89, 2.77, 1.70], [-2.64, 3.92, 1.74], [-3.83, 3.97, 1.02], [-4.27, 2.88, 0.29], [-3.51, 1.72, 0.24], [-2.33, 1.68, 0.96], [-1.45, 0.51, 0.94], [-1.44, -0.09, 2.01], [-0.57, -1.21, 2.18], [-0.76, -2.39, 1.52], [-1.83, -2.40, 0.50], [-0.05, -3.57, 1.75], [0.91, -3.53, 2.72], [1.15, -2.35, 3.47], [2.12, -2.33, 4.50], [2.30, -1.21, 5.26], [1.53, -0.05, 5.02], [0.59, -0.02, 4.02], [0.39, -1.18, 3.23], [0.02, 4.38, 1.57], [0.77, 3.84, 3.12], [0.92, 1.98, 0.93], [-2.34, 4.77, 2.34], [-4.43, 4.87, 1.05], [-5.20, 2.93, -0.25], [-3.83, 0.87, -0.34], [-0.26, -4.47, 1.19], [1.48, -4.42, 2.95], [2.70, -3.22, 4.70], [3.03, -1.21, 6.06], [1.66, 0.81, 5.66], [-0.02, 0.85, 3.86], [1.03, -4.33, -6.58], [1.68, -2.91, -6.21], [1.16, -2.54, -5.05], [1.43, -1.30, -4.36], [2.31, -0.32, -4.84], [2.49, 0.82, -4.10], [1.78, 1.00, -2.91], [0.93, 0.08, -2.45], [0.78, -1.07, -3.15], [-0.10, -2.07, -2.58], [-0.63, -1.80, -1.36], [-1.39, -2.72, -0.84], [-1.76, -3.92, -1.40], [-1.24, -4.20, -2.65], [-0.38, -3.27, -3.24], [0.27, -3.49, -4.52], [0.13, -4.57, -5.28], [2.83, -0.48, -5.77], [3.17, 1.60, -4.42], [1.89, 1.89, -2.33], [-2.60, -2.92, 0.78], [-2.41, -4.62, -0.88], [-1.47, -5.12, -3.17], [2.45, 4.88, -2.29], [1.52, 3.74, -0.83], [2.12, 3.53, 0.34], [1.41, 2.77, 1.39], [-0.43, 2.19, -0.94], [0.12, 3.30, -1.13], [3.08, 3.92, 0.64], [2.09, 2.38, 2.04], [-0.49, 4.11, -1.55]],
  "nbo_charge": [0.83, 0.11, -0.53, 0.33, -0.26, -0.15, -0.18, -0.18, 0.01, -0.13, -0.04, 0.12, 0.19, -0.46, -0.28, -0.13, 0.05, -0.17, -0.16, -0.16, -0.23, -0.09, 0.22, 0.23, 0.46, 0.25, 0.25, 0.25, 0.23, 0.26, 0.26, 0.24, 0.25, 0.24, 0.24, 1.09, -0.56, 0.11, -0.05, -0.07, -0.21, 0.10, -0.45, 0.22, 0.20, -0.48, 0.49, -0.28, -0.04, -0.04, 0.08, -0.57, 0.27, 0.26, 0.22, 0.58, 0.27, 0.28, 0.34, -0.22, -0.11, -0.57, -0.64, 0.01, 0.26, 0.45, 0.22]
}


2.
{
  "formula": "C32H23F5IrN4S3Se",
  "method": "wB97M-V/def2-TZVPD",
  "e_above_lowest_ev": 2.543,
  "homo_energy_ev": [-4.21, -4.18],
  "total_charge": -1,
  "symbols": ["Ir", "C", "S", "C", "S", "N", "N", "C", "C", "C", "C", "C", "C", "N", "H", "H", "H", "H", "H", "H", "H", "H", "C", "C", "C", "C", "C", "C", "Se", "C", "C", "C", "H", "H", "H", "H", "H", "H", "H", "H", "H", "H", "H", "N", "C", "C", "C", "C", "C", "C", "C", "C", "C", "H", "H", "H", "H", "F", "C", "C", "F", "C", "F", "C", "S", "C", "F", "C", "F"],
  "positions_angstrom": [[1.20, -0.34, -1.28], [3.42, 3.54, -4.09], [4.35, 3.04, -2.61], [3.35, 1.71, -2.04], [1.61, 1.91, -2.00], [3.96, 0.65, -1.63], [3.20, -0.34, -1.21], [3.73, -1.48, -0.77], [2.86, -2.52, -0.45], [3.30, -3.79, 0.00], [2.39, -4.77, 0.28], [1.02, -4.49, 0.11], [0.64, -3.25, -0.35], [1.51, -2.28, -0.62], [3.94, 4.39, -4.52], [2.41, 3.81, -3.81], [3.42, 2.71, -4.79], [4.80, -1.59, -0.71], [4.36, -3.95, 0.10], [2.71, -5.74, 0.63], [0.28, -5.24, 0.32], [-0.40, -3.02, -0.51], [-2.33, -1.39, 7.21], [-1.48, -1.17, 5.99], [-0.28, -0.49, 6.06], [0.52, -0.32, 4.94], [1.82, 0.42, 5.06], [0.11, -0.84, 3.71], [1.30, -0.73, 2.22], [-1.13, -1.50, 3.61], [-1.62, -2.06, 2.31], [-1.90, -1.66, 4.75], [-1.87, -0.92, 8.08], [-2.44, -2.45, 7.41], [-3.32, -0.96, 7.07], [0.06, -0.10, 7.01], [1.92, 0.87, 6.04], [1.89, 1.19, 4.30], [2.65, -0.27, 4.90], [-1.24, -1.49, 1.47], [-2.71, -2.05, 2.28], [-1.29, -3.09, 2.21], [-2.84, -2.19, 4.69], [-7.23, 4.44, 0.02], [-6.26, 3.81, -0.02], [-5.11, 3.01, -0.10], [-4.29, 3.08, -1.23], [-3.20, 2.25, -1.33], [-2.88, 1.35, -0.31], [-3.70, 1.29, 0.83], [-4.80, 2.12, 0.93], [-1.72, 0.58, -0.46], [-0.67, 0.03, -0.76], [-4.52, 3.78, -2.02], [-2.55, 2.28, -2.20], [-3.46, 0.60, 1.62], [-5.43, 2.07, 1.81], [1.24, 3.22, -7.28], [1.10, 2.12, -6.52], [0.21, 2.10, -5.44], [-0.55, 3.18, -5.21], [0.11, 0.99, -4.64], [-0.82, 0.97, -3.68], [0.94, -0.14, -4.81], [0.96, -1.45, -3.71], [1.76, -0.13, -5.96], [2.49, -1.21, -6.26], [1.84, 0.97, -6.80], [2.63, 0.94, -7.88]],
  "nbo_charge": [0.77, -0.73, 0.28, -0.06, -0.11, -0.38, -0.23, 0.01, 0.16, -0.21, -0.16, -0.25, 0.10, -0.42, 0.23, 0.24, 0.22, 0.21, 0.22, 0.22, 0.22, 0.23, -0.62, -0.03, -0.23, -0.07, -0.63, -0.08, -0.35, -0.06, -0.64, -0.23, 0.21, 0.21, 0.21, 0.19, 0.19, 0.24, 0.22, 0.25, 0.20, 0.20, 0.19, -0.36, 0.30, -0.23, -0.16, -0.21, 0.02, -0.24, -0.14, -0.15, -0.28, 0.22, 0.23, 0.23, 0.22, -0.30, 0.25, 0.30, -0.30, 0.34, -0.29, -0.30, -0.06, 0.32, -0.30, 0.25, -0.30]
}


3.
{
  "formula": "C32H24BCl5N12OZn",
  "method": "wB97M-V/def2-TZVPD",
  "homo_energy_ev": -8.45,
  "total_charge": 0,
  "symbols": ["Zn", "B", "N", "C", "C", "C", "N", "N", "C", "C", "C", "N", "H", "H", "H", "H", "H", "H", "H", "H", "C", "N", "C", "N", "C", "N", "C", "C", "C", "C", "C", "C", "C", "N", "N", "C", "O", "C", "C", "C", "C", "C", "C", "N", "C", "N", "C", "N", "C", "H", "H", "H", "H", "H", "H", "H", "H", "H", "H", "H", "H", "H", "H", "H", "H", "Cl", "C", "C", "C", "Cl", "C", "Cl", "C", "Cl", "C", "Cl"],
  "positions_angstrom": [[0.73, -0.01, -2.35], [4.41, 0.28, -2.18], [3.52, 0.10, -0.90], [4.06, 0.14, 0.32], [3.05, 0.12, 1.27], [1.88, 0.06, 0.51], [2.17, 0.04, -0.80], [3.61, 0.27, -3.53], [4.23, 0.25, -4.71], [3.30, 0.45, -5.71], [2.09, 0.57, -5.03], [2.28, 0.47, -3.71], [4.96, 1.36, -2.08], [5.21, -0.63, -2.21], [5.13, 0.19, 0.44], [3.14, 0.14, 2.34], [0.86, 0.03, 0.84], [5.30, 0.11, -4.76], [3.47, 0.49, -6.77], [1.10, 0.72, -5.43], [-0.02, 4.47, 0.94], [-0.31, 3.36, 0.04], [0.53, 2.67, -0.72], [-0.13, 1.74, -1.37], [-1.41, 1.91, -0.95], [-1.57, 2.88, -0.09], [-0.04, 4.11, 2.41], [0.33, 5.10, 3.32], [0.31, 4.84, 4.68], [-0.08, 3.60, 5.16], [-0.45, 2.61, 4.25], [-0.42, 2.86, 2.88], [-0.89, 1.32, 4.77], [-1.01, 0.96, 6.00], [-1.49, -0.34, 6.00], [-1.63, -0.67, 4.76], [-1.26, 0.33, 3.92], [-2.10, -1.95, 4.22], [-2.43, -2.97, 5.10], [-2.86, -4.19, 4.60], [-2.95, -4.39, 3.23], [-2.63, -3.37, 2.35], [-2.71, -3.60, 0.85], [-1.58, -3.00, 0.16], [-1.53, -1.89, -0.57], [-0.28, -1.60, -0.86], [0.41, -2.63, -0.29], [-0.34, -3.50, 0.35], [-2.21, -2.14, 2.85], [-0.75, 5.25, 0.74], [0.96, 4.85, 0.67], [1.60, 2.86, -0.78], [-2.24, 1.31, -1.31], [0.63, 6.07, 2.96], [0.60, 5.62, 5.38], [-0.12, 3.39, 6.22], [-0.73, 2.08, 2.19], [-2.34, -2.81, 6.17], [-3.11, -4.99, 5.28], [-3.26, -5.35, 2.84], [-3.61, -3.15, 0.43], [-2.72, -4.66, 0.64], [-2.40, -1.32, -0.86], [1.49, -2.73, -0.36], [-1.94, -1.34, 2.18], [-1.78, 1.63, -4.34], [-1.50, -0.08, -4.59], [-0.55, -0.74, -3.82], [-0.35, -2.07, -4.16], [0.92, -2.96, -3.34], [-1.07, -2.74, -5.15], [-0.80, -4.42, -5.47], [-2.03, -2.05, -5.87], [-2.96, -2.85, -7.08], [-2.24, -0.70, -5.61], [-3.40, 0.18, -6.53]],
  "mulliken_charge": [-0.15, 0.01, 0.07, -0.41, -1.37, -0.49, 0.72, 0.12, -0.34, -0.95, -0.27, 0.34, -0.14, -0.12, 0.42, 0.49, 0.97, 0.41, 0.40, 0.42, -1.28, 0.72, -0.04, -0.29, -0.52, -0.89, 0.99, -0.95, -0.62, -1.05, -0.30, 0.22, 0.67, -0.49, -0.51, 0.70, -0.23, -0.10, -0.96, -0.74, -0.79, 0.99, -1.09, 0.81, -0.61, 0.59, -0.61, -0.97, -0.13, 0.39, 0.42, 0.45, 0.63, 0.46, 0.40, 0.54, 0.62, 0.53, 0.39, 0.41, 0.23, 0.46, 0.35, 0.56, 0.66, -0.17, 1.25, -2.16, 1.62, -0.17, -0.31, -0.20, 0.50, -0.19, -0.09, -0.19]
}